{
  "formula": "C47H32BrCl4NO3P2SV",
  "method": "the ωB97M-V functional and the def2-TZVPD basis",
  "spin_multiplicity": 2,
  "total_charge": 0,
  "e_tot_ha": -8530.28110,
  "e_above_lowest_kcal_mol": 105.2,
  "species": ["V", "O", "S", "C", "C", "C", "C", "C", "C", "P", "C", "C", "C", "C", "C", "C", "C", "C", "C", "C", "C", "C", "C", "C", "C", "C", "C", "C", "P", "C", "C", "C", "C", "C", "C", "C", "C", "C", "C", "C", "C", "H", "H", "H", "H", "H", "H", "H", "H", "H", "H", "H", "H", "H", "H", "H", "H", "H", "H", "H", "H", "H", "H", "H", "H", "H", "H", "H", "H", "Cl", "C", "C", "Cl", "C", "Cl", "C", "O", "C", "O", "C", "Cl", "Br", "C", "C", "C", "C", "C", "N", "H", "H", "H", "H"],
  "xyz": [[0.747, -0.022, -1.410], [-0.119, 3.368, 1.316], [-0.666, 2.010, 1.627], [-2.145, 1.774, 0.608], [-3.275, 1.800, 1.417], [-4.548, 1.774, 0.863], [-4.689, 1.745, -0.512], [-3.562, 1.725, -1.327], [-2.282, 1.734, -0.786], [-0.848, 1.604, -1.901], [-1.568, 1.214, -3.529], [-2.039, -0.084, -3.750], [-2.546, -0.440, -4.989], [-2.580, 0.494, -6.018], [-2.119, 1.784, -5.801], [-1.612, 2.147, -4.559], [-0.205, 3.294, -2.074], [0.974, 3.482, -2.803], [1.486, 4.758, -2.971], [0.834, 5.849, -2.406], [-0.330, 5.661, -1.679], [-0.852, 4.384, -1.512], [0.616, 0.820, 1.034], [1.501, 1.367, -0.074], [2.825, 0.719, 0.335], [2.607, -0.749, -0.009], [1.390, -1.326, 0.206], [0.179, -0.557, 0.583], [-0.493, -1.522, 2.036], [-1.487, -2.560, 0.785], [-1.405, -3.927, 0.560], [-2.119, -4.529, -0.477], [-2.938, -3.778, -1.297], [-3.023, -2.403, -1.095], [-2.285, -1.806, -0.088], [-1.838, -0.772, 3.049], [-1.490, 0.060, 4.115], [-2.456, 0.565, 4.970], [-3.792, 0.236, 4.787], [-4.149, -0.614, 3.750], [-3.181, -1.119, 2.892], [-3.149, 1.825, 2.495], [-5.419, 1.778, 1.507], [-5.674, 1.732, -0.961], [-3.687, 1.689, -2.401], [-1.993, -0.822, -2.956], [-2.901, -1.450, -5.153], [-2.962, 0.213, -6.993], [-2.146, 2.513, -6.600], [-1.255, 3.156, -4.398], [1.487, 2.632, -3.237], [2.397, 4.901, -3.540], [1.242, 6.845, -2.526], [-0.833, 6.508, -1.227], [-1.751, 4.246, -0.926], [1.521, 2.450, -0.115], [3.707, 1.140, -0.144], [3.442, -1.377, -0.290], [1.273, -2.393, 0.063], [-0.774, -4.545, 1.176], [-2.019, -5.596, -0.639], [-3.492, -4.250, -2.099], [-3.653, -1.790, -1.732], [-2.337, -0.730, 0.026], [-0.454, 0.322, 4.280], [-2.160, 1.213, 5.787], [-4.548, 0.624, 5.459], [-5.186, -0.895, 3.605], [-3.488, -1.801, 2.115], [1.635, -4.894, -5.920], [1.618, -3.382, -5.094], [2.447, -2.343, -5.525], [3.506, -2.557, -6.868], [2.414, -1.122, -4.856], [3.399, 0.214, -5.334], [1.575, -0.953, -3.776], [1.446, 0.197, -3.053], [0.765, -1.995, -3.307], [0.016, -1.723, -2.238], [0.781, -3.207, -3.992], [-0.251, -4.462, -3.414], [-0.069, -3.431, 3.336], [1.122, -0.646, 2.869], [2.052, -1.201, 3.654], [3.427, -0.691, 3.609], [3.811, 0.251, 2.748], [2.813, 0.960, 1.882], [1.431, 0.571, 2.233], [1.844, -2.083, 4.231], [4.172, -1.192, 4.219], [4.855, 0.521, 2.629], [2.904, 2.044, 2.002]],
  "lowdin_spin": [1.06, 0.00, 0.00, 0.00, 0.00, 0.00, 0.00, 0.00, 0.00, 0.01, 0.00, 0.00, 0.00, 0.00, 0.00, 0.00, 0.00, 0.00, 0.00, 0.00, 0.00, 0.00, 0.00, -0.03, 0.00, -0.01, 0.01, -0.02, 0.00, 0.00, 0.00, 0.00, 0.00, 0.00, 0.00, 0.00, 0.00, 0.00, 0.00, 0.00, 0.00, 0.00, 0.00, 0.00, 0.00, 0.00, 0.00, 0.00, 0.00, 0.00, 0.00, 0.00, 0.00, 0.00, 0.00, 0.00, 0.00, 0.00, 0.00, 0.00, 0.00, 0.00, 0.00, 0.00, 0.00, 0.00, 0.00, 0.00, 0.00, 0.00, 0.00, 0.00, 0.00, 0.00, 0.00, 0.00, -0.02, 0.00, 0.01, 0.00, 0.00, 0.00, 0.00, 0.00, 0.00, 0.00, 0.00, 0.00, 0.00, 0.00, 0.00, 0.00]
}

---

{
  "formula": "C47H33N5PdS2",
  "method": "the ωB97M-V functional and the def2-TZVPD basis",
  "spin_multiplicity": 5,
  "total_charge": 2,
  "e_tot_ha": -3008.30973,
  "species": ["Pd", "C", "C", "C", "C", "C", "C", "C", "C", "C", "C", "C", "N", "C", "C", "C", "C", "C", "C", "C", "C", "C", "C", "C", "C", "C", "N", "C", "C", "C", "C", "C", "C", "C", "C", "C", "C", "C", "C", "N", "C", "C", "N", "C", "C", "C", "C", "C", "C", "H", "H", "H", "H", "H", "H", "H", "H", "H", "H", "H", "H", "H", "H", "H", "H", "H", "H", "H", "H", "H", "H", "H", "H", "H", "H", "H", "H", "S", "C", "N", "C", "C", "S", "H", "H", "H", "H", "H"],
  "xyz": [[-0.103, -0.460, 0.102], [-4.656, 3.065, 5.013], [-4.447, 3.843, 3.882], [-3.662, 3.377, 2.842], [-3.076, 2.116, 2.925], [-3.295, 1.335, 4.063], [-4.073, 1.809, 5.101], [-2.200, 1.540, 1.880], [-2.778, 0.642, 0.938], [-4.168, 0.502, 0.652], [-4.272, -0.330, -0.433], [-2.953, -0.749, -0.765], [-2.070, -0.151, 0.083], [-2.587, -1.695, -1.774], [-1.416, -2.457, -1.690], [-1.246, -3.771, -2.259], [-0.124, -4.302, -1.715], [0.491, -3.274, -0.908], [1.758, -3.280, -0.291], [2.440, -4.476, 0.159], [2.512, -5.708, -0.507], [3.095, -6.801, 0.104], [3.614, -6.704, 1.390], [3.591, -5.481, 2.049], [3.024, -4.386, 1.440], [2.431, -2.036, 0.015], [1.837, -0.848, 0.249], [2.816, 0.083, 0.470], [2.578, 1.385, 0.985], [3.780, 2.225, 1.195], [4.275, 3.039, 0.179], [5.438, 3.764, 0.376], [6.122, 3.672, 1.580], [5.627, 2.869, 2.596], [4.458, 2.154, 2.408], [1.333, 1.814, 1.455], [1.095, 2.922, 2.354], [-0.223, 2.907, 2.669], [-0.836, 1.836, 1.917], [0.138, 1.194, 1.205], [4.087, -0.546, 0.321], [3.847, -1.869, 0.055], [-0.345, -2.196, -0.886], [-3.476, -1.863, -2.934], [-4.774, -2.366, -2.853], [-5.570, -2.430, -3.981], [-5.099, -1.967, -5.201], [-3.811, -1.460, -5.291], [-2.996, -1.425, -4.175], [-5.280, 3.429, 5.813], [-4.910, 4.815, 3.811], [-3.520, 3.982, 1.959], [-2.850, 0.352, 4.117], [-4.234, 1.194, 5.973], [-4.964, 0.980, 1.185], [-5.163, -0.649, -0.931], [-1.946, -4.240, -2.921], [0.254, -5.290, -1.866], [2.180, -5.796, -1.528], [3.155, -7.737, -0.429], [4.043, -7.570, 1.869], [4.004, -5.382, 3.041], [2.975, -3.447, 1.972], [3.744, 3.104, -0.759], [5.820, 4.397, -0.410], [7.034, 4.230, 1.729], [6.157, 2.790, 3.532], [4.062, 1.529, 3.194], [1.855, 3.583, 2.721], [-0.757, 3.560, 3.332], [5.039, -0.072, 0.441], [4.561, -2.650, -0.108], [-5.140, -2.748, -1.913], [-6.561, -2.847, -3.907], [-5.734, -2.001, -6.072], [-3.444, -1.091, -6.236], [-1.996, -1.022, -4.246], [0.284, 0.456, -2.400], [0.359, 2.128, -2.412], [0.731, 2.827, -3.474], [0.882, 4.262, -3.333], [0.107, 4.664, -2.081], [-0.058, 3.141, -1.070], [1.015, 2.364, -4.325], [0.494, 4.767, -4.220], [1.948, 4.504, -3.245], [-0.900, 5.014, -2.306], [0.624, 5.409, -1.484]],
  "lowdin_spin": [0.46, 0.00, 0.00, 0.00, 0.01, 0.01, 0.00, 0.15, 0.16, 0.12, 0.07, 0.21, 0.05, 0.19, 0.05, 0.01, 0.01, 0.07, 0.28, 0.03, 0.05, 0.00, 0.07, 0.00, 0.06, 0.20, 0.05, 0.16, 0.13, 0.01, 0.00, 0.00, 0.00, 0.00, 0.00, 0.16, 0.03, 0.05, 0.14, 0.12, 0.10, 0.09, 0.14, 0.02, 0.01, 0.00, 0.01, 0.00, 0.02, 0.00, 0.00, 0.00, 0.00, 0.00, 0.00, 0.00, 0.00, 0.00, 0.00, 0.00, 0.00, 0.00, 0.00, 0.00, 0.00, 0.00, 0.00, 0.00, 0.00, 0.00, 0.00, 0.00, 0.00, 0.00, 0.00, 0.00, 0.00, 0.38, 0.05, 0.01, 0.00, 0.00, 0.01, 0.00, 0.00, 0.00, 0.00, 0.00]
}